Density functional theory data (ωB97M-V/def2-TZVPD) for a 9-piece molecular cluster, C40H105N7O12 overall at a distorted geometry.

```
164
Properties=species:S:1:pos:R:3:forces:R:3
H 1.96377 -3.54992 5.05066 -0.1 0.3 0.4
C 3.04007 -3.40289 5.14043 0.0 0.3 0.1
H 9.89738 0.04726 1.17224 0.0 0.2 0.5
C 0.51847 -2.30349 -5.38316 0.5 -0.6 -2.2
C -0.74489 1.23884 -0.36601 -0.4 0.7 0.0
H -4.19334 3.00578 -9.72820 0.8 -0.7 0.7
H -13.54736 -0.09944 5.67409 0.0 0.0 0.2
H 1.37343 8.05465 7.75561 -0.1 0.0 -0.1
H 1.30676 0.07507 -5.94695 0.1 0.2 -0.1
N -12.92194 -2.62894 3.59733 -0.6 -1.5 -1.0
C 6.41386 -4.18976 -1.71691 1.5 0.9 1.0
N -6.07122 2.53291 -10.40000 -0.7 -1.5 0.0
H 7.24697 -7.29286 -0.29440 0.1 -0.1 0.2
H 0.88737 -3.32705 -5.31730 0.5 0.2 0.6
O -11.40500 -0.80744 2.10006 0.1 1.2 0.1
H -6.58558 0.95033 -11.55745 -0.2 -0.6 0.3
C 1.11421 -0.46538 -6.87374 -0.4 -0.3 -1.8
H 2.40901 0.51746 -0.30551 -0.1 -0.1 -0.6
H 5.49490 -3.34740 4.06630 -0.1 0.0 -0.1
H -14.07286 -1.78146 5.82622 0.2 -0.1 -0.3
H -2.18177 0.10440 3.76239 -0.2 0.0 0.5
H 2.24681 6.71432 6.96006 0.5 0.6 -0.4
C -5.20392 2.92706 -9.32740 0.3 2.6 0.1
C -4.53733 1.32164 -11.83424 0.8 -2.6 0.2
C 13.16092 -0.35139 2.52940 0.9 -0.2 -0.7
H 3.75730 -7.43889 -0.62431 0.3 0.7 -0.1
H -1.04530 1.56127 -1.36295 -0.5 -0.2 0.0
O 5.48881 -6.34001 0.31854 -1.8 -2.1 -0.9
H 5.38083 -1.71311 3.28087 0.2 -0.1 0.1
H -0.01574 6.37469 3.90213 0.1 0.5 0.0
H -3.00254 -0.88341 2.58542 -0.9 0.5 -0.2
O 13.66257 -1.43977 1.76745 -2.2 -0.7 -0.7
H 3.82233 -3.67335 2.68004 -0.1 -0.2 -0.4
H -1.90948 -2.63759 10.57263 0.1 -0.3 0.1
H -2.38149 -2.31934 8.94257 -0.4 0.8 0.1
C 1.89093 3.12790 -10.03251 -1.1 1.5 -2.1
H 11.63127 0.93283 4.23235 0.1 -0.5 0.3
H 0.95871 8.32725 5.12781 0.3 0.3 0.4
C 7.32071 -5.14798 -0.86846 -2.1 -0.8 -0.1
H -9.56354 -1.27474 1.66300 1.0 0.4 0.1
H -4.69693 -3.33950 11.44901 -0.7 -0.2 0.3
H 15.20867 -2.66202 1.36800 0.0 0.1 0.1
H -4.82763 1.32248 -8.06885 0.9 -0.1 0.9
O 1.56365 2.40125 -0.23496 -1.4 0.3 0.8
H -5.52624 0.44135 -10.16390 -0.3 0.0 0.0
H 7.49530 -4.63278 0.07610 -0.2 -0.1 0.2
H 4.00057 -7.62076 1.13413 0.0 0.3 -0.1
H 11.45765 1.74828 2.88464 -0.2 0.4 0.0
H 0.90700 1.45127 -8.70112 -0.4 -0.3 0.5
C -10.07884 -0.31502 1.70193 -0.6 -1.6 0.0
H 3.38315 -3.07373 6.12127 -0.5 0.0 0.2
H 0.81400 -1.65496 -4.55844 -0.3 -0.1 0.0
H 0.74444 6.39660 7.50653 -0.6 0.3 0.3
N -1.97450 0.81093 0.44781 3.1 0.0 0.5
H -5.76414 2.14604 -5.33725 -0.2 -0.2 0.6
H 1.82772 0.86006 1.21207 -0.2 0.6 0.5
H -3.98301 -4.13770 14.03859 -1.0 -0.2 -0.5
H 15.53477 -1.17209 2.29817 0.8 -0.1 0.0
C -1.44894 0.44680 1.80876 -1.1 0.4 0.5
H -3.51167 3.28286 2.34799 0.6 -0.5 -0.8
C 10.97285 0.22380 1.15523 0.3 -1.3 -1.4
H 0.16926 -0.17120 -7.33051 -0.6 0.3 0.5
H -4.54853 3.45213 -14.44602 0.4 0.2 0.7
H -0.87372 1.26897 2.23451 -0.4 0.6 0.2
H 3.02170 -1.47166 4.11074 0.3 0.2 0.3
H -9.57341 0.43920 2.30509 -0.4 -0.3 0.7
H 3.32471 2.26420 -8.84072 0.2 -0.5 0.7
H -4.63568 0.41276 -12.42785 0.2 0.1 -0.9
H -11.77850 0.42741 3.65596 0.6 0.2 0.6
H -5.39086 -1.82656 12.22246 -0.5 0.2 -0.9
H 11.31850 -0.44770 0.36927 0.2 0.1 -0.3
H -4.56947 -1.54751 9.82695 -0.5 0.3 0.1
H 11.13360 1.25404 0.83765 0.2 0.0 0.1
C 11.64535 -0.14637 2.45509 0.0 -1.1 0.0
C 0.54544 6.26040 4.82954 0.0 1.0 0.8
O 0.99352 3.85310 -9.14381 0.5 -1.2 1.1
C 0.13029 2.46324 0.14572 0.5 -0.7 -0.2
O 3.19099 -2.96651 2.83295 -1.1 -0.5 -1.9
C -0.07183 4.63252 -9.67930 1.0 0.0 -1.0
H -10.01623 0.10529 0.69818 -0.9 -0.1 -0.1
H -0.64037 -0.28140 1.87234 -0.5 -0.9 -0.8
H 0.06597 5.42858 5.34559 0.3 -0.1 0.2
H -3.30109 -2.83739 14.81475 0.3 0.1 0.1
H 7.01305 -3.27970 -1.74633 0.1 0.3 -0.1
C -2.78095 -2.59146 9.91955 0.4 -0.7 0.6
H 2.99347 0.31079 -7.57247 0.4 -0.3 0.1
H 2.39984 -1.04719 -8.55332 -0.1 -0.1 0.2
C -13.29250 -1.13101 5.43118 0.2 1.1 -1.8
C 0.56627 7.52910 5.75790 -0.2 -1.5 -0.6
C 14.85399 -2.01349 2.16907 1.0 0.9 0.0
O -3.62085 -2.36373 12.93280 0.2 -0.1 -1.3
H -12.10235 -2.84771 4.14552 0.2 -0.9 0.0
H -0.54273 -2.49663 -5.54016 -0.4 0.8 0.5
H -5.64628 2.15034 -14.28999 -0.4 -0.2 0.8
H 8.64467 -6.16571 -2.07424 0.1 0.0 0.0
N -3.13273 -0.44582 10.82153 1.3 0.9 0.5
C -13.06721 -1.25412 3.85127 0.6 1.0 2.6
C 4.49890 -7.50191 0.17203 1.8 1.0 1.0
H 1.34066 2.98779 -10.96292 -0.5 -0.8 -0.1
H -4.91072 -2.54464 14.54102 -0.9 -0.7 -0.4
C 2.61778 1.86506 -9.56807 -1.1 -0.2 1.2
H -4.35184 1.34662 -5.86164 0.6 0.2 -0.4
H -3.93902 1.78240 -14.35880 0.0 0.1 -0.6
H -0.28663 3.37234 -0.28766 0.4 0.0 -0.5
H 13.69288 0.52419 2.15728 0.1 0.5 0.3
H 14.87607 -2.56395 3.10961 -0.6 -0.2 0.2
H -2.49934 1.64490 0.66949 -0.4 0.2 -0.4
C -2.64974 0.12972 2.77828 2.6 1.0 -0.6
C 6.54835 -6.51919 -0.61293 0.4 1.7 -0.2
H -2.30590 -0.75014 11.31533 0.6 0.4 0.0
H 5.53981 -3.88557 -1.14105 -0.4 -0.5 -0.4
H -12.31712 -1.34183 5.86969 -0.1 -0.2 0.3
H 11.28111 -1.11013 2.81090 -0.5 -0.1 -0.1
H -13.85765 -0.80350 3.25106 0.0 0.0 0.1
H -3.12019 -3.61299 9.74779 -0.3 -0.1 0.4
C -4.66556 2.48675 -13.95365 0.7 -1.0 -0.4
N 11.19236 0.87857 3.32432 0.0 1.5 1.3
C 5.02572 -2.36364 4.08012 -0.1 1.5 1.3
C -11.69834 -0.65069 3.51677 -0.5 1.6 -1.6
O 1.08656 -1.86718 -6.65347 0.3 0.1 0.9
H -5.42146 3.98869 -9.21032 -0.2 0.2 0.5
H 5.08559 -8.40669 0.01304 0.1 0.0 -0.1
H -0.12375 0.36623 -0.56809 0.0 -0.1 0.5
H 13.42931 -0.57078 3.56281 -0.1 0.5 0.4
H -3.65727 1.06865 -11.24297 0.5 0.8 0.0
H 1.59379 6.08227 4.59012 -0.1 -0.5 -0.1
C 2.31301 1.36300 0.37562 -0.4 -1.5 -0.6
N 1.63757 0.84920 -9.05310 0.2 0.7 0.1
O -5.00311 3.10813 -6.87892 0.7 -1.0 -1.2
O -0.75848 7.79453 6.15122 -1.1 0.4 -0.5
H 6.15692 -6.77999 -1.59622 -0.1 -0.3 -0.2
H -12.60581 -2.57916 2.63937 0.2 -1.1 -0.5
H 6.25582 -4.37689 -2.77904 -0.3 -0.8 0.2
C -3.81407 -1.66868 10.60334 -0.8 -0.6 -1.5
O -3.62329 1.14752 2.69249 -0.7 -0.6 -0.8
C -5.38613 2.25317 -7.96884 0.4 -0.4 -1.3
C 3.53220 -2.43362 4.06450 0.0 -1.5 0.1
H 0.00994 2.66452 1.21019 0.4 -0.5 0.3
H -2.44891 2.60252 3.66964 0.4 0.0 -0.4
H -5.70675 2.94790 -11.24560 -0.5 1.9 0.3
H -0.65899 5.10483 -8.89174 0.2 -0.5 0.2
H 3.45172 -4.40191 4.99691 0.3 0.0 -0.2
H 0.32326 5.44764 -10.28559 0.3 0.3 -0.1
H 3.35866 1.56244 0.61001 -0.3 1.0 0.2
C -4.75904 2.34604 -5.70856 -1.8 -0.4 0.4
H -3.51739 0.23340 11.46247 -0.8 -0.1 -0.1
H -6.38761 1.82299 -7.96041 -0.7 0.7 0.6
N 8.60140 -5.36466 -1.46061 0.7 0.1 -0.5
C -3.35354 2.48456 3.07312 -0.7 -0.3 1.8
H -4.23806 2.86350 -4.90300 0.3 0.4 -0.6
H -4.14436 2.71599 3.78665 -0.1 0.1 0.3
C -4.52182 -2.31716 11.78406 1.4 -0.8 1.6
H 2.61177 3.85366 -10.40902 0.7 0.1 0.4
O -4.36859 2.50408 -12.55785 -0.8 1.0 0.0
H -0.82153 8.67965 6.51755 0.0 0.1 0.0
H -0.70497 4.08243 -10.37546 -0.2 -0.4 0.2
C -4.06819 -3.05151 14.07056 1.5 1.0 0.9
H -10.89387 -1.15307 4.05395 0.0 0.2 0.5
H 5.17042 -1.89772 5.05484 1.1 0.1 0.0
C -5.74469 1.20360 -10.91180 -0.6 0.7 -0.7
H 3.22464 1.41777 -10.35531 -0.2 0.3 -0.3
H 9.35176 -5.38763 -0.78495 -0.1 -0.2 -0.1
C 2.11012 -0.13767 -8.02708 0.6 1.1 0.1
C 1.28854 7.22529 7.05341 0.8 -1.1 0.0
```
Forces are in eV/Å.

Its frontier orbital gap is 9.13 eV. For the energy relative to the best compared isomer or geometry (same formula, charge and spin), the calculation gives 188.4 kcal/mol. Its structure (SMILES) is COC[C@H](C)N.COC[C@H](C)N.COC[C@H](C)N.COC[C@H](C)N.COCCNCCOC.COCCNCCOC.COCCNCCOC.CC(C)O.CC(C)O. The calculation puts the electronic energy at -78169.2819 eV.